The following is a quantum chemistry calculation of a structure of composition C8H15Cl4CuNO4Pd in a non-equilibrium geometry, from the Open Molecules 2025 dataset.

The total charge is +3. The HOMO-LUMO gap (alpha / beta) is 9.29 / 2.62 eV. The electronic energy comes out at -116390.535 eV. Its spin multiplicity is 5. Its expectation value of S² is 6.0187. The LUMO energy (alpha / beta) comes out at -9.3 / -15.3 eV.

The geometry in XYZ format:
```
34
C8H15Cl4CuNO4Pd, DFT wB97M-V/def2-TZVPD
Cu -22.683 -17.732 -5.109
Pd -22.896 -14.465 -7.958
C -21.543 -16.591 -7.175
O -21.284 -17.727 -6.777
O -21.416 -16.132 -8.338
O -22.340 -16.003 -6.471
Cl -16.711 -16.258 -10.447
C -18.360 -15.899 -9.712
C -18.303 -14.650 -8.819
Cl -16.981 -14.820 -7.638
H -18.619 -16.813 -9.178
H -19.127 -15.653 -10.446
H -19.155 -14.673 -8.140
H -18.115 -13.831 -9.514
Cl -17.355 -19.433 -5.914
C -18.310 -18.097 -5.289
C -17.468 -17.143 -4.505
Cl -16.539 -17.925 -3.145
H -18.951 -18.689 -4.635
H -18.815 -17.579 -6.105
H -17.960 -16.248 -4.125
H -16.789 -16.619 -5.176
C -20.282 -12.319 -7.515
O -21.225 -13.117 -7.524
N -19.528 -12.282 -6.396
C -19.878 -13.113 -5.242
C -18.453 -11.327 -6.308
H -19.981 -11.665 -8.348
H -18.900 -13.435 -4.886
H -20.422 -14.026 -5.485
H -20.425 -12.581 -4.464
H -18.118 -10.860 -7.234
H -18.834 -10.533 -5.665
H -17.586 -11.658 -5.737
```

The following is a quantum chemistry calculation of a cluster of 2 separate species, C5H8O3 in total in a non-equilibrium geometry, from the Open Molecules 2025 dataset.

Its energy above the lowest of the compared OMol25 structures with the same formula, charge and spin is 17.4 kcal per mole. The total charge is -1. The HOMO-LUMO gap (alpha / beta) is 6.79 / 8.29 eV. The electronic energy comes out at -11455.929 eV. Its spin multiplicity is 2. Its expectation value of S² is 0.7545. The LUMO energy (alpha / beta) comes out at 4.0 / 3.9 eV.

The geometry in XYZ format:
```
16
C5H8O3, DFT wB97M-V/def2-TZVPD
O 3.973 2.817 -2.299
O 1.995 2.900 -3.366
C 3.079 3.352 -2.971
O 3.369 4.699 -3.274
C 2.485 5.468 -3.963
C 2.440 6.865 -3.563
H 1.590 4.956 -4.321
H 1.649 7.414 -4.088
H 3.408 7.374 -3.680
H 2.213 6.876 -2.317
C 1.034 4.971 -0.437
C 1.948 5.985 -0.428
H 1.160 4.088 -1.068
H 0.004 5.138 -0.114
H 2.993 5.741 -0.645
H 1.818 6.813 0.277
```

The following is a quantum chemistry calculation of an isolated molecule of C4H10O2, from the Open Molecules 2025 dataset.

Its energy above the lowest of the compared OMol25 structures with the same formula, charge and spin is 22.5 kcal per mole. Its structure (SMILES) is COC[C@@H](C)O. The total charge is 0. The HOMO-LUMO gap is 11.14 eV. The electronic energy comes out at -8404.571 eV. The LUMO energy comes out at 1.0 eV.

The geometry in XYZ format:
```
16
C4H10O2, DFT wB97M-V/def2-TZVPD
C -1.896 0.596 1.587
O -0.929 -0.283 1.069
C -0.444 0.105 -0.199
C 0.833 -0.689 -0.450
C 1.589 -0.182 -1.664
O 1.683 -0.559 0.671
H -1.525 1.632 1.604
H -2.826 0.567 1.000
H -2.110 0.277 2.610
H -0.209 1.182 -0.197
H -1.194 -0.085 -0.984
H 0.558 -1.747 -0.598
H 2.559 -0.683 -1.723
H 1.771 0.895 -1.575
H 1.038 -0.374 -2.591
H 1.102 -0.653 1.441
```

The following is a quantum chemistry calculation of a cluster of 3 separate species, C16H19N3O6 in total in a non-equilibrium geometry, from the Open Molecules 2025 dataset.

Its energy above the lowest of the compared OMol25 structures with the same formula, charge and spin is 196.1 kcal per mole. Its structure (SMILES) is O=[N+]([O-])c1ccccc1.O=[N+]([O-])c1ccccc1.COC(=O)CCN. The total charge is 0. The HOMO-LUMO gap is 8.56 eV. The electronic energy comes out at -33648.521 eV. The LUMO energy comes out at -0.8 eV.

The geometry in XYZ format:
```
44
C16H19N3O6, DFT wB97M-V/def2-TZVPD
C -2.408 -1.747 2.925
O -3.555 -2.472 2.378
C -4.275 -1.460 1.635
O -4.127 -1.403 0.409
C -5.247 -0.542 2.507
C -6.684 -1.268 2.642
N -6.663 -2.699 2.211
H -2.681 -0.774 3.453
H -1.706 -1.547 2.047
H -1.935 -2.423 3.722
H -5.323 0.531 2.150
H -4.803 -0.529 3.565
H -7.489 -0.692 2.057
H -7.012 -1.238 3.744
H -5.971 -3.243 2.763
H -7.568 -3.110 2.505
C 1.037 2.852 -0.783
C 0.956 1.471 -0.942
C 0.802 0.651 0.169
C 0.725 1.224 1.437
C 0.813 2.604 1.604
C 0.970 3.417 0.487
N 0.538 0.366 2.607
O 0.484 -0.842 2.426
O 0.442 0.904 3.700
H 1.152 3.489 -1.654
H 1.009 1.036 -1.934
H 0.739 -0.423 0.032
H 0.760 3.057 2.587
H 1.037 4.493 0.605
C 6.295 -1.012 -3.467
C 6.248 0.277 -2.945
C 5.094 1.040 -3.079
C 3.990 0.499 -3.735
C 4.034 -0.787 -4.266
C 5.193 -1.542 -4.130
N 2.764 1.290 -3.856
O 2.768 2.421 -3.394
O 1.805 0.773 -4.408
H 7.196 -1.608 -3.356
H 7.111 0.685 -2.430
H 5.069 2.042 -2.667
H 3.180 -1.212 -4.782
H 5.236 -2.546 -4.538
```

The following is a quantum chemistry calculation of a cluster of 2 separate species, C3H7N3O in total, from the Open Molecules 2025 dataset.

Its energy above the lowest of the compared OMol25 structures with the same formula, charge and spin is 24.6 kcal per mole. Its structure (SMILES) is [H]/N=C/NC.N=C=O. The total charge is 0. The HOMO-LUMO gap is 9.81 eV. The electronic energy comes out at -9741.966 eV. The LUMO energy comes out at 0.8 eV.

The geometry in XYZ format:
```
14
C3H7N3O, DFT wB97M-V/def2-TZVPD
C -1.307 -0.711 1.039
N -0.505 0.269 0.339
C 2.022 -0.668 0.527
O 1.889 -0.722 1.689
N 2.107 -0.741 -0.682
C -0.529 0.375 -1.029
N -0.303 1.479 -1.617
H -1.250 -1.671 0.518
H -2.363 -0.419 1.113
H -0.911 -0.860 2.047
H -0.399 1.166 0.794
H 2.755 -0.229 -1.252
H -0.721 -0.586 -1.527
H -0.353 1.349 -2.624
```

The following is a quantum chemistry calculation of a cluster of 14 separate species, C5H36NO14S in total in a non-equilibrium geometry, from the Open Molecules 2025 dataset.

Its energy above the lowest of the compared OMol25 structures with the same formula, charge and spin is 87.3 kcal per mole. The total charge is -1. The HOMO-LUMO gap is 6.64 eV. The electronic energy comes out at -46759.800 eV. The LUMO energy comes out at 2.4 eV.

The geometry in XYZ format:
```
57
C5H36NO14S, DFT wB97M-V/def2-TZVPD
C 1.000 1.628 1.046
C 2.369 1.386 0.367
S 2.012 0.986 -1.332
C 0.183 0.496 0.492
N -0.983 0.617 -0.202
C -1.853 1.894 -0.489
C -2.896 2.128 0.544
O 0.483 -0.674 0.721
H 0.765 2.679 0.778
H 0.945 1.626 2.094
H 2.751 0.445 0.669
H 3.083 2.200 0.422
H -1.480 -0.171 -0.356
H -1.175 2.722 -0.455
H -2.258 1.676 -1.531
H -3.236 3.093 0.299
H -3.567 1.228 0.422
H -2.632 2.056 1.599
H 0.343 -3.189 2.129
H 1.763 -3.473 2.068
O 0.980 -3.884 2.402
H 1.388 4.278 0.068
H 1.423 4.385 -1.365
O 0.828 4.448 -0.646
H 0.832 -0.505 -4.631
H 2.098 -1.461 -4.345
O 1.226 -1.275 -4.790
H 4.558 -0.349 -2.073
H 3.537 -0.279 -3.176
O 4.328 -0.777 -2.857
H 2.046 -1.679 0.885
H 2.795 -1.642 -0.608
O 2.692 -2.160 0.299
H -0.474 3.294 3.270
H 0.067 4.725 2.554
O -0.003 4.126 3.233
H -2.294 -0.433 2.182
H -0.959 -0.947 2.346
O -1.561 -0.183 2.559
H 0.112 -1.571 -2.714
H 0.102 -1.634 -1.208
O 0.180 -2.210 -1.959
H -2.303 -1.982 -0.067
H -3.902 -1.837 -0.001
O -3.078 -1.439 0.132
H -0.673 0.458 -2.150
H 0.445 1.019 -2.947
O -0.363 0.573 -2.983
H -1.480 -3.751 -0.527
H -1.939 -3.418 -2.006
O -2.277 -3.545 -1.061
H -1.080 0.813 4.051
H -2.271 1.421 4.499
O -1.328 1.555 4.546
H 0.394 -3.750 -0.149
H 0.235 -5.099 0.399
O 0.103 -4.641 -0.448
```